Record 1
# C21H22N6O2S2

One molecule with the formula C21H22N6O2S2 (wB97M-V/def2-TZVPD, OMol25).

Properties
ΔE to the lowest compared entry with this formula, charge and spin: 0.0000 eV
E: -2088.83914 a.u.
Lowest unoccupied orbital energy: 0.643 eV
Highest occupied orbital energy: -8.109 eV
F_max: 1.13 eV/Å
HOMO-LUMO gap: 8.75 eV

Geometry (Å):
C 6.7800 0.6329 -1.2793
O 6.2593 0.2988 -0.0141
C 4.9158 0.3514 0.1712
C 3.9869 0.6948 -0.8061
C 2.6353 0.7139 -0.5104
C 2.2013 0.3934 0.7658
N 0.8277 0.4011 1.0907
C 0.0791 -0.6363 1.5699
C 0.4980 -2.0600 1.4616
C -0.0768 -2.4736 0.1395
C 0.4357 -2.2744 -1.1213
C -0.5662 -2.6395 -2.0389
C -1.6548 -3.0342 -1.3043
N -1.3564 -2.9245 0.0151
C -2.2517 -3.1994 1.1037
N -1.1304 -0.2239 1.8459
N -1.2068 1.0846 1.5621
C -0.0490 1.4558 1.0969
S 0.3345 3.0159 0.4119
C -0.9340 2.9930 -0.9195
C -0.7971 1.6828 -1.6500
O 0.1537 1.4071 -2.3494
N -1.7693 0.7353 -1.4461
C -2.9521 0.8153 -0.7598
N -3.5208 1.8801 -0.3224
C -4.6910 1.6155 0.3217
C -5.4555 2.7423 0.9204
C -5.0360 0.3029 0.3452
S -3.8485 -0.6617 -0.4521
C 3.1235 0.0511 1.7513
C 4.4672 0.0277 1.4547
H 6.5328 1.6625 -1.5553
H 7.8603 0.5339 -1.1874
H 6.4190 -0.0497 -2.0550
H 4.2970 0.9487 -1.8065
H 1.9268 0.9723 -1.2819
H 1.5845 -2.1409 1.4478
H 0.0893 -2.6454 2.2832
H 1.4192 -1.9155 -1.3545
H -0.4895 -2.6185 -3.1081
H -2.6135 -3.3893 -1.6274
H -2.3560 -2.3103 1.7302
H -1.8794 -4.0277 1.7120
H -3.2255 -3.4700 0.7009
H -0.6656 3.8213 -1.5728
H -1.9183 3.1214 -0.4750
H -1.5494 -0.1758 -1.8448
H -4.8609 3.2050 1.7060
H -5.6582 3.4968 0.1628
H -6.3921 2.3867 1.3395
H -5.9003 -0.1544 0.7803
H 2.7809 -0.1859 2.7482
H 5.1969 -0.2334 2.2041

Force components x, y, z for each atom (eV/Å):
0.09 0.05 -0.22
-0.16 -0.06 0.29
-0.15 -0.03 0.12
0.34 0.00 -0.03
-0.13 -0.13 0.20
0.61 -0.03 -0.20
-0.80 -0.14 0.22
0.19 0.31 0.21
-0.21 0.05 -0.22
0.51 -0.16 -0.08
0.13 -0.12 0.27
-0.17 0.02 -0.16
-0.18 -0.02 -0.48
0.22 -0.01 -0.03
-0.24 -0.10 0.50
0.05 -1.04 0.37
0.00 0.91 0.02
0.22 0.39 -0.03
-0.15 0.24 -0.03
0.29 0.11 0.41
-0.16 0.05 -0.07
0.17 0.08 -0.22
0.35 -0.44 -0.40
-0.93 -0.59 0.24
0.34 0.40 -0.35
-0.46 -0.64 0.18
0.06 -0.06 -0.01
0.14 0.12 -0.08
0.12 0.65 0.02
-0.06 0.12 -0.17
0.20 -0.01 -0.13
0.00 -0.04 0.00
-0.08 0.02 -0.06
0.00 0.04 0.03
0.07 0.02 -0.09
-0.10 0.02 -0.01
-0.09 -0.11 0.03
0.09 0.02 0.05
0.20 0.10 0.01
-0.04 -0.05 -0.21
-0.18 -0.10 -0.01
-0.07 -0.09 -0.06
-0.05 0.00 -0.05
0.04 -0.02 0.02
-0.03 -0.07 -0.09
0.23 0.09 -0.17
0.12 0.15 0.04
-0.01 0.08 0.08
-0.06 0.07 -0.02
-0.08 0.05 0.05
-0.24 -0.05 0.11
-0.04 -0.01 0.09
0.09 -0.03 0.09

***

Record 2
# C21H22N6Ru

C21H22N6Ru as an isolated structure (wB97M-V/def2-TZVPD, OMol25).

Properties
⟨S²⟩: 0.76
2S+1: 2
E: -1235.92091 a.u.
Lowest unoccupied orbital energy (alpha / beta): -10.686 / -11.748 eV
Highest occupied orbital energy (alpha / beta): -18.656 / -18.635 eV
F_max: 0.53 eV/Å
HOMO-LUMO gap (alpha / beta): 7.97 / 6.89 eV
Total charge: +3

Geometry (Å):
Ru -0.0002 -0.0316 0.4920
C 0.0431 -0.7689 -2.4069
N 0.0198 -1.3965 -1.0382
C 1.2512 -2.2222 -0.8001
C 2.3985 -1.3105 -0.4631
C 3.6989 -1.5481 -0.8474
C 4.6972 -0.6801 -0.4147
C 4.3583 0.4013 0.3823
C 3.0335 0.5839 0.7252
N 2.0686 -0.2535 0.3201
C -1.2284 -2.2115 -0.8368
C -2.3771 -1.3100 -0.4469
C -3.6839 -1.5400 -0.8086
C -4.6772 -0.6983 -0.3116
C -4.3326 0.3472 0.5322
C -3.0031 0.5304 0.8548
N -2.0435 -0.2789 0.3773
C 0.0468 0.7220 -2.3023
C 0.0633 1.5682 -3.3924
C 0.0302 2.9397 -3.1835
C -0.0250 3.4380 -1.8848
C -0.0424 2.5478 -0.8381
N 0.0021 1.2167 -1.0495
H 0.9192 -1.1225 -2.9518
H -0.8346 -1.0979 -2.9647
H 1.0496 -2.8661 0.0589
H 1.4527 -2.8663 -1.6569
H 3.9356 -2.4027 -1.4672
H 5.7272 -0.8500 -0.7005
H 5.1071 1.0962 0.7355
H 2.7275 1.4184 1.3412
H -1.4396 -2.8094 -1.7237
H -1.0351 -2.9051 -0.0154
H -3.9326 -2.3685 -1.4586
H -5.7120 -0.8640 -0.5826
H -5.0814 1.0134 0.9370
H -2.6815 1.3270 1.5129
H 0.0974 1.1574 -4.3931
H 0.0396 3.6177 -4.0274
H -0.0580 4.5002 -1.6875
H -0.0922 2.8732 0.1937
N 0.6023 1.1885 3.4475
C 0.3156 0.9198 4.7279
C -0.4899 -0.2018 4.7490
C -0.6583 -0.5416 3.4154
N 0.0205 0.3005 2.6113
H 1.1699 1.9441 3.1018
H 0.6929 1.5402 5.5254
H -0.9024 -0.6931 5.6128
H -1.2377 -1.3526 3.0004

Force components x, y, z for each atom (eV/Å):
0.53 -0.02 -0.01
-0.01 -0.02 0.07
0.02 -0.10 -0.10
-0.13 0.06 0.02
0.04 0.02 -0.02
-0.03 -0.02 0.01
0.03 -0.01 -0.01
0.00 0.02 0.01
0.01 -0.02 0.08
-0.16 -0.06 -0.11
0.01 0.13 0.10
0.06 0.06 -0.02
0.02 -0.02 0.00
-0.02 0.00 0.00
-0.01 -0.01 -0.02
-0.02 -0.06 0.09
0.08 -0.16 -0.04
0.02 0.00 0.01
0.02 -0.01 0.00
0.00 0.01 0.00
0.02 0.00 0.00
0.01 0.01 0.00
-0.19 -0.10 0.14
0.01 0.04 -0.02
0.00 0.01 -0.02
0.01 -0.03 -0.01
0.06 0.02 0.00
0.01 0.00 0.00
0.00 0.00 0.00
-0.01 0.00 0.00
0.01 0.01 -0.01
-0.06 0.02 0.00
-0.01 -0.02 -0.01
-0.01 0.00 0.00
0.00 0.00 0.00
0.00 0.01 0.00
0.01 0.00 -0.01
0.00 0.01 -0.01
0.00 0.00 0.00
0.00 0.00 0.00
-0.02 -0.01 0.00
0.22 -0.15 0.00
0.02 -0.01 0.00
0.02 0.01 0.00
-0.08 0.06 0.03
-0.42 0.28 -0.17
-0.03 0.02 0.00
-0.01 0.00 0.01
0.01 -0.01 0.00
-0.02 0.02 -0.01

***

Record 3
# C21H22NO7

A 2-piece molecular cluster, C21H22NO7 overall (wB97M-V/def2-TZVPD, OMol25).

Properties
E: -1394.78243 a.u.
Lowest unoccupied orbital energy: 1.572 eV
Highest occupied orbital energy: -2.593 eV
F_max: 2.59 eV/Å
HOMO-LUMO gap: 4.17 eV
Total charge: -1

Geometry (Å):
C 5.2930 0.1616 -0.3768
C 4.4909 -1.1527 -0.1633
C 3.4348 -1.2155 -1.2651
O 2.3754 -2.1334 -1.0520
N 1.8215 -2.0252 0.2540
C 0.7984 -3.0545 0.2846
O 1.0883 -4.2235 0.3401
C -0.5300 -2.3527 0.2937
C -1.7881 -2.8413 0.1373
C -2.8439 -1.9608 0.2001
C -4.2423 -2.4808 -0.0113
C -4.8860 -1.9396 -1.3487
O -3.9384 -1.2544 -2.1674
C -2.5665 -0.6285 0.4546
O -3.6150 0.2496 0.5471
C -1.2942 -0.1416 0.6151
C -1.0945 1.3328 0.8981
C -0.1907 2.0536 -0.1243
O -0.3321 1.8527 -1.3121
C 0.8522 3.0017 0.4241
C 2.1493 3.0103 -0.0240
C 3.0233 3.8935 0.5522
C 2.6309 4.7346 1.5568
C 1.3320 4.7465 2.0053
C 0.4635 3.8590 1.4199
C -0.2363 -1.0122 0.5139
C 1.2377 -0.7714 0.6065
O 1.8152 0.2386 0.9524
H 4.6069 0.9758 -0.1182
H 6.1729 0.2035 0.2635
H 5.5322 0.2753 -1.4392
H 4.0723 -1.0784 0.8404
H 5.1878 -1.9951 -0.1765
H 3.9438 -1.5443 -2.1762
H 3.0804 -0.1951 -1.4708
H -1.9269 -3.9022 -0.0320
H -4.8528 -2.1741 0.8481
H -4.1925 -3.5634 -0.1138
H -5.2987 -2.7792 -1.9085
H -5.7052 -1.2671 -1.0856
H -3.9380 -0.3238 -1.9295
H -4.3934 -0.2447 0.8319
H -2.0592 1.8458 0.9333
H -0.6399 1.4635 1.8869
H 2.4246 2.3222 -0.8139
H 4.0545 3.8929 0.2125
H 3.3436 5.4095 2.0200
H 1.0152 5.4255 2.7853
H -0.5535 3.8598 1.8036
O -7.6550 -3.3054 -2.2137
H -7.4672 -3.2477 -3.1584

Force components x, y, z for each atom (eV/Å):
-0.95 -0.44 -0.07
0.74 0.87 0.11
0.92 0.08 0.36
0.36 0.33 -0.22
0.52 -0.25 0.50
-0.25 -0.73 0.08
-0.48 0.93 -0.30
2.59 -0.05 0.13
-0.05 -0.63 0.09
-0.51 -1.08 -0.14
0.26 0.64 -0.71
0.17 0.34 0.50
0.06 -0.16 -0.07
-1.01 0.07 0.01
0.10 0.12 0.17
0.50 1.93 0.25
0.49 0.34 0.30
-0.15 -0.46 -0.39
0.36 0.13 0.52
-1.19 -0.67 -0.30
-0.28 -0.27 -0.62
1.27 -0.37 -0.62
0.50 1.03 0.80
0.19 0.08 -0.07
-1.18 0.41 0.99
-0.40 -0.21 0.13
-1.15 0.21 -0.33
-0.21 -0.97 -0.57
0.29 0.10 0.04
0.05 0.07 -0.20
0.38 0.05 0.18
-0.27 -0.26 -0.17
-0.32 -0.15 -0.14
-0.36 -0.18 -0.02
-0.33 -0.20 0.19
-0.15 0.06 -0.03
-0.18 -0.45 -0.09
-0.16 0.02 0.50
-0.29 0.22 0.06
-0.14 -0.23 -0.26
0.00 0.00 0.02
-0.10 0.05 -0.22
0.09 -0.06 -0.15
-0.06 -0.14 -0.09
0.17 0.09 0.05
-0.03 0.09 0.09
0.08 -0.06 -0.14
-0.04 -0.05 0.00
-0.03 -0.20 -0.24
0.26 0.04 0.11
-0.06 -0.01 0.00

***

Record 4
# C21H23AsIrNS2

C21H23AsIrNS2 as an isolated structure (wB97M-V/def2-TZVPD, OMol25).

Properties
ΔE to the lowest compared entry with this formula, charge and spin: 3.5247 eV
⟨S²⟩: 0.77
2S+1: 2
E: -4004.98156 a.u.
Lowest unoccupied orbital energy (alpha / beta): -5.361 / -5.163 eV
Highest occupied orbital energy (alpha / beta): -10.481 / -10.586 eV
F_max: 3.65 eV/Å
HOMO-LUMO gap (alpha / beta): 5.12 / 5.42 eV
Total charge: +1

Geometry (Å):
Ir -0.1750 0.3380 0.3083
S -0.5999 0.1649 2.9261
C -1.3706 -1.3550 3.1567
C -1.6073 -1.7710 4.4774
C -2.2613 -2.9520 4.7334
C -2.6746 -3.7729 3.6777
C -2.4525 -3.3890 2.3770
C -1.7972 -2.1845 2.0886
S -1.5314 -1.8199 0.4305
H -1.2591 -1.1433 5.2859
H -2.4729 -3.2367 5.7524
H -3.1698 -4.7100 3.8818
H -2.7770 -4.0036 1.5510
N -0.2206 -0.3042 -2.1377
C 0.9294 -0.0344 -2.9302
C 0.7702 0.4037 -4.2413
C 1.8547 0.5519 -5.0827
C 3.1291 0.3123 -4.5984
C 3.3031 -0.0695 -3.2837
C 2.2179 -0.2667 -2.4267
C 2.5199 -0.6488 -1.0368
C 3.5719 -1.5476 -0.8273
C 4.0766 -1.7857 0.4345
C 3.5646 -1.1010 1.5263
C 2.4987 -0.2340 1.3437
C 1.9092 -0.0671 0.0888
H -1.0684 -0.0625 -2.6471
H -0.2648 -1.2913 -1.8915
H -0.2225 0.5945 -4.6200
H 1.7040 0.8332 -6.1121
H 3.9844 0.4239 -5.2428
H 4.3029 -0.1988 -2.8991
H 3.9970 -2.0585 -1.6789
H 4.8929 -2.4819 0.5649
H 3.9850 -1.2372 2.5112
H 2.1307 0.3160 2.2038
C -1.1311 3.8696 1.2283
As -1.6883 2.3108 0.1990
C -2.0521 3.1192 -1.5462
C -3.5138 2.0713 0.8604
H -1.8805 4.6588 1.1399
H -0.1758 4.2401 0.8558
H -1.0160 3.6023 2.2789
H -2.6209 4.0428 -1.4185
H -2.6360 2.4346 -2.1636
H -1.1160 3.3479 -2.0573
H -4.0519 3.0186 0.7857
H -3.4992 1.7535 1.9033
H -4.0378 1.3172 0.2713

Force components x, y, z for each atom (eV/Å):
-1.17 -3.34 0.90
0.75 1.00 -2.76
-0.29 -0.60 -0.70
-0.07 0.15 -0.07
0.02 0.05 -0.15
-0.08 0.05 -0.10
0.00 -0.14 0.18
0.35 0.26 0.63
1.19 2.39 -0.31
-0.06 0.03 0.07
0.10 -0.08 0.09
-0.07 -0.03 0.02
-0.01 -0.15 -0.03
-0.15 0.45 1.78
0.92 0.11 -0.48
-0.18 -0.13 0.23
0.10 0.02 0.07
-0.06 -0.02 -0.08
-0.17 0.03 -0.04
-0.37 0.14 -0.26
-0.18 -0.06 0.06
-0.15 0.23 -0.02
0.05 -0.06 0.26
0.07 0.12 -0.21
0.08 0.13 0.52
-1.54 0.28 0.48
0.10 -0.02 0.27
-0.04 0.04 -0.10
-0.21 -0.03 -0.06
-0.03 0.11 -0.09
0.14 0.06 -0.09
0.06 -0.03 0.05
0.02 0.00 -0.06
0.01 -0.06 0.00
0.03 0.01 0.06
-0.06 -0.21 -0.21
0.27 -0.16 0.04
-0.16 0.58 0.15
0.28 -0.31 -0.08
0.07 -0.35 0.04
-0.02 -0.17 -0.10
-0.05 -0.06 -0.01
-0.02 -0.08 -0.08
0.06 -0.13 0.18
0.05 0.00 0.08
-0.04 -0.03 0.05
0.21 0.02 -0.09
0.14 -0.02 -0.08
0.13 0.02 0.02